Formula: C37H36F5IrN6O
Source: the OMol25 dataset
Level of theory: ωB97M-V with the def2-TZVPD basis set

As for the spin multiplicity: 2. The LUMO energy (alpha / beta) comes out at 2.664 / 2.344 eV. The electronic energy comes out at -66369.8824 eV. Its energy above the lowest of the compared OMol25 structures with the same formula, charge and spin is 0.133 eV. For the gap between HOMO and LUMO (alpha / beta), the calculation gives 6.233 / 6.516 eV. For the largest force on an atom, the calculation gives 0.79 eV/Å. As for the total charge: -1.

```
86
Properties=species:S:1:pos:R:3:forces:R:3:lowdin_charge:R:1
Ir -1.0042 -0.5272 0.4703 0.7 0.3 0.1 1.416
F -3.6633 1.8433 -0.5684 0.0 0.0 0.0 0.152
F -5.1602 0.4259 0.0529 -0.1 0.0 -0.1 0.134
F -3.0499 -0.4136 -1.5729 0.0 0.0 0.0 0.019
F -3.7229 1.1495 1.4774 0.0 0.0 0.0 0.127
F -3.6417 -1.5375 0.2005 -0.1 0.0 0.1 -0.024
O -1.9413 -2.0570 2.8391 -0.3 -0.1 -0.1 -0.080
N 0.8771 -0.8981 1.8432 0.1 0.1 -0.3 -0.013
N -0.6355 -1.8405 -1.1279 -0.1 -0.1 0.1 -0.102
N -0.7724 1.2276 -0.7160 -0.1 0.0 0.0 -0.034
N -0.8378 1.0481 1.7613 -0.8 0.1 0.0 -0.158
N -0.9925 2.3049 1.3474 0.3 -0.1 -0.3 0.081
N 1.7902 0.0540 -1.5829 0.1 -0.1 -0.1 0.121
C -0.4921 1.6528 4.1190 -0.1 0.0 0.0 -0.043
C -0.2554 0.8573 3.0065 0.1 -0.1 0.0 -0.259
C 4.5602 -1.4695 1.9036 0.0 0.0 0.0 -0.097
C -0.8594 2.4542 -2.7529 0.0 0.0 0.0 -0.074
C 2.0860 3.3538 0.3517 0.0 0.0 0.0 -0.082
C 0.5510 -3.2390 -2.4492 0.0 0.0 0.0 -0.075
C -3.8670 0.7704 0.2028 0.0 0.0 -0.1 -0.581
C 5.4775 2.0265 -2.0198 0.0 0.0 0.0 -0.099
C 4.6812 -2.6553 1.1900 0.0 0.0 0.0 -0.121
C 1.2457 -0.5147 4.2640 0.0 0.0 0.0 -0.040
C 3.3218 -0.9015 2.1418 -0.1 0.1 -0.1 -0.058
C -0.9720 2.3666 -0.0008 -0.1 0.0 0.2 -0.391
C -2.9382 -1.0753 3.1856 0.1 0.0 0.1 -0.016
C 0.1241 1.3475 5.3235 -0.1 0.1 0.0 -0.121
C 2.1323 -1.4844 1.6632 0.0 -0.2 0.0 -0.277
C 3.2016 -0.0489 -4.2132 0.0 0.0 0.1 -0.204
C -1.3151 -2.0516 1.6931 0.0 0.1 0.1 -0.335
C 0.9772 0.2519 5.3863 0.1 -0.1 0.0 -0.112
C 3.4638 1.5810 -0.7551 0.0 0.0 0.0 -0.158
C 3.0256 0.7139 -1.7647 0.0 0.0 0.0 -0.158
C 2.5980 1.9152 0.4349 0.0 0.0 0.0 -0.194
C -0.7633 -3.7286 -2.3665 0.0 0.0 0.0 -0.104
C 1.7677 -1.2123 -1.7144 0.1 0.1 0.1 -0.116
C 0.6617 -0.2139 3.0219 0.0 -0.1 0.2 -0.267
C 4.9858 1.2527 -3.0597 0.0 0.0 0.0 -0.065
C -1.0528 3.6424 -2.0289 0.0 0.0 0.1 -0.087
C -0.8066 -3.4483 1.4979 0.1 0.0 0.1 -0.044
C -0.7264 1.2808 -2.0544 0.0 0.1 0.0 -0.153
C 2.2780 -2.6912 0.9652 0.0 0.1 -0.1 -0.054
C 3.7620 0.5992 -2.9644 0.0 0.0 0.0 -0.173
C 4.7010 2.2025 -0.8888 0.0 0.0 0.0 -0.055
C 3.5209 -3.2577 0.7287 0.0 0.0 0.0 -0.100
C -1.1068 3.6072 -0.6646 -0.1 0.0 -0.1 -0.050
C -2.9199 -0.4030 -0.1991 -0.2 0.0 -0.1 -0.455
C 0.5978 -2.0680 -1.6983 -0.1 -0.1 0.0 -0.322
C -1.4456 -2.8447 -1.5482 0.0 0.0 0.0 -0.198
C 2.0774 0.7958 -4.8125 0.0 0.0 0.0 -0.083
H -0.5787 0.3309 -2.5488 -0.1 0.0 0.0 0.101
H 3.5720 -4.1838 0.1659 0.0 0.0 0.0 0.099
H 2.9136 4.0673 0.3664 0.0 0.0 0.0 0.067
H 5.0498 2.8440 -0.0857 0.0 0.0 0.0 0.110
H -0.8118 2.4481 -3.8324 0.0 0.0 0.0 0.094
H -1.1719 -4.6050 -2.8446 0.0 0.0 0.0 0.079
H 2.6928 -1.7623 -1.9194 0.1 0.0 0.0 0.132
H 3.1799 1.7927 1.3504 0.0 0.0 0.0 0.101
H 2.4327 1.8021 -5.0446 0.0 0.0 0.0 0.078
H -1.1577 4.5866 -2.5503 0.0 0.0 0.0 0.100
H 6.4429 2.5103 -2.1052 0.0 0.0 0.0 0.091
H 1.9322 -1.3487 4.3340 0.0 0.0 0.0 0.109
H 5.6525 -3.0924 0.9965 0.0 0.0 0.0 0.087
H -0.0650 1.9494 6.2033 0.0 0.0 0.0 0.087
H 1.6889 0.3460 -5.7288 0.0 0.0 0.0 0.069
H -1.2478 4.4929 -0.0614 0.0 0.0 0.0 0.111
H 1.4051 -3.1799 0.5711 0.2 0.1 0.0 0.065
H 3.2675 0.0243 2.6966 0.0 0.0 0.0 0.101
H 1.7585 1.2223 0.4963 0.0 0.0 0.0 0.072
H -3.7572 -1.1499 2.4772 0.0 0.0 0.0 0.081
H 1.4484 -0.0090 6.3272 0.0 0.0 0.0 0.091
H -2.5301 -0.0755 3.2018 0.1 0.1 0.0 0.062
H -0.1304 -3.6790 2.3258 0.0 -0.1 -0.1 0.101
H 5.5558 1.1575 -3.9781 0.0 0.0 0.0 0.101
H 2.8272 -1.0541 -4.0323 0.0 -0.1 0.1 0.089
H 5.4469 -0.9652 2.2715 0.0 0.0 0.0 0.096
H -3.2719 -1.3633 4.1790 0.0 0.0 0.0 0.098
H -2.4698 -2.8840 -1.2165 0.0 -0.1 0.0 0.095
H 1.2559 0.8913 -4.1007 0.0 0.0 0.0 0.046
H -1.6630 -4.1219 1.5681 0.0 0.0 0.0 0.098
H -1.1718 2.4895 4.0194 0.0 0.0 0.0 0.104
H 1.3763 -3.6422 -3.0185 0.0 0.0 0.0 0.094
H 4.0143 -0.1518 -4.9367 0.0 0.0 0.0 0.101
H -0.3108 -3.5936 0.5482 -0.1 0.0 0.0 0.040
H 1.4164 3.5744 1.1851 0.0 0.0 0.0 0.066
H 1.5298 3.5087 -0.5751 0.1 0.0 0.0 0.067
```
Forces are in eV/Å.